The following is a quantum chemistry calculation of a 9-piece molecular cluster, C34H99N8O10 overall at a distorted geometry, from OMol25.

Last columns: bonded neighbours and bond lengths (Å).
Geometry (Å):
1 O -1.974 6.848 2.058  C34 1.416, C37 1.450
2 O 0.475 -4.612 -2.943  C25 1.473, C51 1.386
3 O 2.962 -2.779 2.619  C35 1.412, C36 1.375
4 O 5.024 0.149 -0.369  C39 1.441, C52 1.381
5 O -5.298 1.473 -3.959  C46 1.409, C49 1.477
6 O -3.687 -5.877 1.117  C26 1.427, C29 1.415
7 O -0.723 4.448 -6.505  C22 1.362, C44 1.498
8 O -0.100 2.780 3.683  C30 1.470, C47 1.463
9 O -0.814 1.349 0.615  C38 1.264
10 O -0.079 1.193 -1.507  C38 1.260
11 N 5.894 -2.389 -1.440  C40 1.503, H80 1.010, H114 1.010, H126 1.010
12 N -2.285 0.941 3.363  C45 1.505, H62 1.010, H78 1.010, H137 1.010
13 N 3.673 -4.763 4.734  C21 1.578, H89 1.010, H134 1.010, H146 1.010
14 N -1.682 -4.634 2.809  C27 1.523, H55 1.010, H119 1.010, H129 1.010
15 N -0.710 2.639 -4.176  C42 1.547, H54 1.010, H131 1.010, H148 1.010
16 N -4.595 2.924 -1.447  C28 1.567, H53 1.010, H71 1.010, H116 1.010
17 N -1.189 4.235 0.627  C32 1.501, H72 1.010, H113 1.010, H122 1.010
18 N 0.772 -2.876 -5.306  C23 1.546, H58 1.010, H68 1.010, H103 1.010
19 C -0.356 -0.821 -0.401  C38 1.533, H64 1.090, H96 1.090, H150 1.090
20 C -3.163 1.412 5.600  C45 1.531, H61 1.090, H102 1.090, H133 1.090
21 C 3.403 -3.254 5.108  N13 1.578, C24 1.560, C35 1.543, H141 1.090
22 C -0.647 5.805 -6.592  O7 1.362, H56 1.090, H82 1.090, H111 1.090
23 C 1.387 -2.507 -3.937  N18 1.546, C48 1.541, C51 1.573, H95 1.090
24 C 4.249 -2.930 6.378  C21 1.560, H97 1.090, H106 1.090, H138 1.090
25 C 1.673 -5.455 -3.101  O2 1.473, H75 1.090, H94 1.090, H128 1.090
26 C -4.229 -7.153 0.777  O6 1.427, H60 1.090, H74 1.090, H132 1.090
27 C -3.079 -4.086 2.546  N14 1.523, C29 1.604, C31 1.527, H93 1.090
28 C -3.768 1.760 -2.092  N16 1.567, C43 1.527, C49 1.546, H76 1.090
29 C -4.166 -5.236 2.284  O6 1.415, C27 1.604, H79 1.090, H81 1.090
30 C 1.356 2.881 3.859  O8 1.470, H67 1.090, H90 1.090, H100 1.090
31 C -3.035 -2.946 1.533  C27 1.527, H69 1.090, H115 1.090, H142 1.090
32 C -0.177 5.188 1.193  N17 1.501, C37 1.564, C41 1.569, H145 1.090
33 C 1.784 2.819 -4.144  C42 1.527, H92 1.090, H98 1.090, H110 1.090
34 C -1.840 6.806 3.467  O1 1.416, H63 1.090, H109 1.090, H143 1.090
35 C 3.520 -2.368 3.850  O3 1.412, C21 1.543, H86 1.090, H105 1.090
36 C 1.614 -2.611 2.409  O3 1.375, H70 1.090, H139 1.090, H151 1.090
37 C -0.790 6.626 1.252  O1 1.450, C32 1.564, H83 1.090, H108 1.090
38 C -0.359 0.712 -0.377  O9 1.264, O10 1.260, C19 1.533
39 C 5.370 -0.949 0.498  O4 1.441, C40 1.529, H65 1.090, H120 1.090
40 C 5.183 -2.336 -0.117  N11 1.503, C39 1.529, C50 1.535, H77 1.090
41 C 1.063 4.894 0.278  C32 1.569, H73 1.090, H87 1.090, H147 1.090
42 C 0.495 3.548 -4.515  N15 1.547, C33 1.527, C44 1.524, H135 1.090
43 C -4.123 0.433 -1.423  C28 1.527, H59 1.090, H121 1.090, H124 1.090
44 C 0.532 3.791 -6.019  O7 1.498, C42 1.524, H84 1.090, H123 1.090
45 C -2.279 1.955 4.475  N12 1.505, C20 1.531, C47 1.602, H91 1.090
46 C -5.516 1.549 -5.349  O5 1.409, H66 1.090, H107 1.090, H112 1.090
47 C -0.752 2.230 4.872  O8 1.463, C45 1.602, H117 1.090, H118 1.090
48 C 1.482 -0.972 -3.839  C23 1.541, H88 1.090, H101 1.090, H140 1.090
49 C -3.892 1.789 -3.633  O5 1.477, C28 1.546, H130 1.090, H136 1.090
50 C 5.724 -3.447 0.795  C40 1.535, H57 1.090, H85 1.090, H144 1.090
51 C 0.678 -3.255 -2.748  O2 1.386, C23 1.573, H104 1.090, H149 1.090
52 C 3.648 0.220 -0.467  O4 1.381, H99 1.090, H125 1.090, H127 1.090
53 H -4.266 3.852 -1.670  N16 1.010
54 H -0.596 2.223 -3.263  N15 1.010
55 H -1.101 -3.830 3.001  N14 1.010
56 H -0.377 6.273 -5.645  C22 1.090
57 H 6.753 -3.275 1.108  C50 1.090
58 H 0.290 -2.200 -5.881  N18 1.010
59 H -3.641 -0.381 -1.964  C43 1.090
60 H -3.898 -7.984 1.400  C26 1.090
61 H -3.172 0.336 5.779  C20 1.090
62 H -3.218 0.867 2.984  N12 1.010
63 H -1.648 5.811 3.869  C34 1.090
64 H -0.382 -1.219 0.613  C19 1.090
65 H 4.907 -0.779 1.470  C39 1.090
66 H -5.054 2.509 -5.580  C46 1.090
67 H 1.789 3.626 3.192  C30 1.090
68 H 1.474 -3.353 -5.853  N18 1.010
69 H -2.512 -3.223 0.618  C31 1.090
70 H 0.854 -3.389 2.338  C36 1.090
71 H -5.543 2.959 -1.795  N16 1.010
72 H -1.553 4.505 -0.275  N17 1.010
73 H 0.851 5.124 -0.766  C41 1.090
74 H -5.314 -7.087 0.858  C26 1.090
75 H 1.326 -6.478 -3.240  C25 1.090
76 H -2.774 1.946 -1.686  C28 1.090
77 H 4.125 -2.524 -0.299  C40 1.090
78 H -1.818 0.123 3.728  N12 1.010
79 H -4.243 -5.911 3.136  C29 1.090
80 H 5.602 -1.553 -1.927  N11 1.010
81 H -5.155 -4.826 2.080  C29 1.090
82 H -0.024 6.233 -7.377  C22 1.090
83 H -0.932 7.174 0.320  C37 1.090
84 H 0.592 2.813 -6.495  C44 1.090
85 H 5.089 -3.557 1.674  C50 1.090
86 H 3.327 -1.334 4.137  C35 1.090
87 H 1.393 3.889 0.539  C41 1.090
88 H 1.757 -0.671 -2.829  C48 1.090
89 H 2.933 -5.162 4.174  N13 1.010
90 H 1.506 3.305 4.853  C30 1.090
91 H -2.763 2.761 3.923  C45 1.090
92 H 1.815 2.495 -3.103  C33 1.090
93 H -3.319 -3.609 3.496  C27 1.090
94 H 2.250 -5.444 -2.176  C25 1.090
95 H 2.410 -2.878 -4.003  C23 1.090
96 H 0.589 -1.190 -0.801  C19 1.090
97 H 4.330 -3.723 7.121  C24 1.090
98 H 2.665 3.412 -4.391  C33 1.090
99 H 3.423 -0.626 -1.117  C52 1.090
100 H 1.937 1.959 3.869  C30 1.090
101 H 0.523 -0.457 -3.786  C48 1.090
102 H -4.220 1.615 5.428  C20 1.090
103 H 0.260 -3.732 -5.146  N18 1.010
104 H -0.307 -2.805 -2.627  C51 1.090
105 H 4.587 -2.270 3.648  C35 1.090
106 H 5.251 -2.658 6.047  C24 1.090
107 H -5.125 0.656 -5.837  C46 1.090
108 H -0.090 7.315 1.723  C37 1.090
109 H -2.835 6.959 3.887  C34 1.090
110 H 2.094 1.983 -4.772  C33 1.090
111 H -1.628 6.271 -6.683  C22 1.090
112 H -6.600 1.447 -5.392  C46 1.090
113 H -2.062 4.454 1.087  N17 1.010
114 H 5.702 -3.155 -2.070  N11 1.010
115 H -4.067 -2.683 1.302  C31 1.090
116 H -4.637 2.944 -0.438  N16 1.010
117 H -0.297 1.284 5.166  C47 1.090
118 H -0.573 2.866 5.739  C47 1.090
119 H -1.299 -5.202 2.068  N14 1.010
120 H 6.400 -0.735 0.783  C39 1.090
121 H -5.162 0.109 -1.357  C43 1.090
122 H -0.906 3.268 0.567  N17 1.010
123 H 1.404 4.316 -6.410  C44 1.090
124 H -3.764 0.448 -0.394  C43 1.090
125 H 3.424 1.141 -1.005  C52 1.090
126 H 6.894 -2.363 -1.304  N11 1.010
127 H 2.998 0.126 0.402  C52 1.090
128 H 2.304 -5.065 -3.900  C25 1.090
129 H -1.714 -5.294 3.573  N14 1.010
130 H -3.238 1.020 -4.045  C49 1.090
131 H -1.625 3.066 -4.221  N15 1.010
132 H -3.989 -7.321 -0.273  C26 1.090
133 H -2.880 1.881 6.542  C20 1.090
134 H 3.772 -5.387 5.523  N13 1.010
135 H 0.460 4.486 -3.962  C42 1.090
136 H -3.521 2.682 -4.136  C49 1.090
137 H -1.819 1.257 2.524  N12 1.010
138 H 3.801 -2.126 6.962  C24 1.090
139 H 1.698 -2.217 1.396  C36 1.090
140 H 2.004 -0.440 -4.634  C48 1.090
141 H 2.337 -3.290 5.333  C21 1.090
142 H -2.692 -2.015 1.984  C31 1.090
143 H -1.066 7.534 3.708  C34 1.090
144 H 5.786 -4.407 0.283  C50 1.090
145 H -0.117 4.755 2.192  C32 1.090
146 H 4.549 -4.780 4.233  N13 1.010
147 H 1.938 5.462 0.595  C41 1.090
148 H -0.715 1.941 -4.906  N15 1.010
149 H 1.368 -3.105 -1.916  C51 1.090
150 H -1.220 -1.195 -0.950  C19 1.090
151 H 1.274 -1.716 2.931  C36 1.090

Output
**Highest occupied orbital energy**: -22.4 eV
**Net charge**: +7
**Strongest force on any atom**: 4.171 eV Å⁻¹
**Lowest unoccupied orbital energy**: -14.732 eV
**Spin multiplicity**: 1
**HOMO-LUMO gap**: 7.664 eV
**Molecular weight**: 780.21 g mol⁻¹